31
Properties=species:S:1:pos:R:3:lowdin_charge:R:1 method="wB97M-V/def2-TZVPD" multiplicity=1 e_homo_ha=-0.3265 gap_ha=0.3381 relative_energy_kj_mol=798.9 smiles="Cc1ccnc(NC(=O)Cc2c(F)cccc2Cl)c1" lumo_energy_ev=0.3 mol_weight_da=278.7
C -4.70 -0.83 2.43 -0.04
C -4.16 -0.32 1.01 -0.17
C -2.81 -0.06 0.69 0.02
C -2.56 0.31 -0.56 -0.29
N -3.49 0.50 -1.61 0.09
C -4.85 0.43 -1.12 -0.08
C -5.33 -0.09 0.21 -0.01
H -6.32 -0.05 0.11 0.04
H -5.53 0.82 -2.05 0.14
N -1.27 0.50 -0.96 0.14
C -0.21 0.56 -0.24 -0.54
O -0.18 0.05 0.78 0.15
C 1.10 0.56 -1.20 -0.05
C 2.36 0.45 -0.33 -0.28
C 3.13 1.30 0.12 -0.21
C 4.21 0.95 1.09 0.08
C 4.66 -0.51 1.13 -0.03
C 3.81 -1.38 0.57 -0.13
C 2.82 -0.86 -0.29 -0.49
Cl 1.72 -2.15 -0.83 0.71
H 4.06 -2.38 0.49 0.08
H 5.38 -0.54 1.80 0.04
H 4.86 1.88 1.47 0.15
F 2.75 2.67 0.30 -0.01
H 1.03 0.40 -2.29 0.12
H 1.14 1.85 -1.27 0.18
H -1.25 0.72 -1.90 0.12
H -2.16 -0.24 1.40 0.06
H -5.23 -0.05 3.06 0.10
H -3.88 -1.31 2.96 0.06
H -5.53 -1.46 2.18 0.05

---

39
Properties=species:S:1:pos:R:3:lowdin_charge:R:1 method="wB97M-V/def2-TZVPD" total_charge=+1 multiplicity=2 e_homo_ha="-0.4281 / -0.4399" gap_ha="0.2594 / 0.2248" s_squared=0.80 relative_energy_kj_mol=9.9 lumo_energy_ev="-4.6 / -5.9" mol_weight_da=715.2
Os 0.49 1.08 -1.05 1.12
S 2.35 -1.62 -1.70 0.81
C 1.49 -0.38 -1.39 -0.95
C -2.08 -3.23 -1.46 -0.02
N -1.55 -2.42 -2.55 -0.13
C -1.26 -3.00 -3.87 -0.07
C -0.79 -1.78 -4.69 -0.08
N -0.82 -0.71 -3.69 0.06
C -1.26 -1.14 -2.52 -0.68
S -1.49 -0.11 -1.12 0.76
H -3.16 -3.36 -1.57 0.11
H -1.87 -2.75 -0.51 0.07
H -1.60 -4.21 -1.49 0.10
H -2.15 -3.47 -4.28 0.13
H -0.48 -3.75 -3.76 0.13
H -1.47 -1.54 -5.50 0.13
H 0.21 -1.91 -5.09 0.13
H -0.49 0.25 -3.82 0.10
F 1.22 4.26 -3.98 -0.31
Te 0.12 3.61 -2.67 1.83
F 1.58 3.36 -1.47 -0.39
F -0.85 3.04 -1.11 -0.43
F -1.41 3.86 -3.65 -0.31
F -0.05 5.30 -2.01 -0.29
O 0.30 1.83 -3.05 -0.68
N 1.41 0.40 8.80 0.19
C 1.31 0.47 7.66 -0.16
C 1.19 0.55 6.23 -0.20
C 1.62 -0.52 5.44 0.00
C 1.50 -0.45 4.07 0.00
C 0.95 0.70 3.47 -0.23
C 0.52 1.77 4.28 0.01
C 0.65 1.70 5.65 0.00
C 0.83 0.78 2.07 -0.03
C 0.73 0.86 0.85 -0.22
H 2.04 -1.40 5.92 0.13
H 1.83 -1.26 3.45 0.12
H 0.10 2.65 3.81 0.13
H 0.32 2.52 6.28 0.13

---

31
Properties=species:S:1:pos:R:3:lowdin_charge:R:1 method="wB97M-V/def2-TZVPD" multiplicity=1 e_homo_ha=-0.3302 gap_ha=0.3177 relative_energy_kj_mol=268.8 smiles="CC(=O)C1=C(C)O[C@@]2(O)c3ccccc3C(=O)[C@@]12O" lumo_energy_ev=-0.3 mol_weight_da=260.2
O 0.55 -4.82 0.49 0.12
O 2.44 -0.59 1.04 0.15
O 1.42 -2.05 -1.50 0.05
O -0.67 -0.86 -2.34 0.05
O -1.66 -1.43 -0.37 0.07
C 0.82 -3.74 0.86 -0.41
C 1.44 -0.37 0.39 -0.24
C -1.24 -2.43 0.45 -0.19
C 0.12 -2.61 0.40 -0.03
C 0.54 3.39 -0.14 -0.02
C -0.64 3.11 -0.93 -0.05
C 1.24 2.27 0.47 0.03
C -1.02 1.80 -1.10 -0.01
C 0.90 0.96 0.11 -0.10
C -0.24 0.75 -0.60 -0.05
C 1.98 -3.75 1.89 0.02
C -2.38 -3.25 1.00 0.03
C 0.73 -1.47 -0.38 -0.27
C -0.51 -0.76 -0.92 -0.31
H 0.72 -2.22 -2.18 0.12
H -1.60 -0.72 -2.54 0.11
H 0.79 4.41 0.14 0.10
H -1.30 3.85 -1.31 0.09
H 2.06 2.45 1.22 0.13
H -1.94 1.50 -1.57 0.11
H 1.64 -3.38 2.81 0.06
H 2.29 -4.83 2.15 0.12
H 2.80 -3.23 1.56 0.04
H -2.07 -4.16 1.42 0.07
H -2.87 -2.60 1.71 0.09
H -3.09 -3.51 0.25 0.09

---

Copy entry 2 word for word.
39
Properties=species:S:1:pos:R:3:lowdin_charge:R:1 method="wB97M-V/def2-TZVPD" total_charge=+1 multiplicity=2 e_homo_ha="-0.4281 / -0.4399" gap_ha="0.2594 / 0.2248" s_squared=0.80 relative_energy_kj_mol=9.9 lumo_energy_ev="-4.6 / -5.9" mol_weight_da=715.2
Os 0.49 1.08 -1.05 1.12
S 2.35 -1.62 -1.70 0.81
C 1.49 -0.38 -1.39 -0.95
C -2.08 -3.23 -1.46 -0.02
N -1.55 -2.42 -2.55 -0.13
C -1.26 -3.00 -3.87 -0.07
C -0.79 -1.78 -4.69 -0.08
N -0.82 -0.71 -3.69 0.06
C -1.26 -1.14 -2.52 -0.68
S -1.49 -0.11 -1.12 0.76
H -3.16 -3.36 -1.57 0.11
H -1.87 -2.75 -0.51 0.07
H -1.60 -4.21 -1.49 0.10
H -2.15 -3.47 -4.28 0.13
H -0.48 -3.75 -3.76 0.13
H -1.47 -1.54 -5.50 0.13
H 0.21 -1.91 -5.09 0.13
H -0.49 0.25 -3.82 0.10
F 1.22 4.26 -3.98 -0.31
Te 0.12 3.61 -2.67 1.83
F 1.58 3.36 -1.47 -0.39
F -0.85 3.04 -1.11 -0.43
F -1.41 3.86 -3.65 -0.31
F -0.05 5.30 -2.01 -0.29
O 0.30 1.83 -3.05 -0.68
N 1.41 0.40 8.80 0.19
C 1.31 0.47 7.66 -0.16
C 1.19 0.55 6.23 -0.20
C 1.62 -0.52 5.44 0.00
C 1.50 -0.45 4.07 0.00
C 0.95 0.70 3.47 -0.23
C 0.52 1.77 4.28 0.01
C 0.65 1.70 5.65 0.00
C 0.83 0.78 2.07 -0.03
C 0.73 0.86 0.85 -0.22
H 2.04 -1.40 5.92 0.13
H 1.83 -1.26 3.45 0.12
H 0.10 2.65 3.81 0.13
H 0.32 2.52 6.28 0.13

---

What did the first record say?
31
Properties=species:S:1:pos:R:3:lowdin_charge:R:1 method="wB97M-V/def2-TZVPD" multiplicity=1 e_homo_ha=-0.3265 gap_ha=0.3381 relative_energy_kj_mol=798.9 smiles="Cc1ccnc(NC(=O)Cc2c(F)cccc2Cl)c1" lumo_energy_ev=0.3 mol_weight_da=278.7
C -4.70 -0.83 2.43 -0.04
C -4.16 -0.32 1.01 -0.17
C -2.81 -0.06 0.69 0.02
C -2.56 0.31 -0.56 -0.29
N -3.49 0.50 -1.61 0.09
C -4.85 0.43 -1.12 -0.08
C -5.33 -0.09 0.21 -0.01
H -6.32 -0.05 0.11 0.04
H -5.53 0.82 -2.05 0.14
N -1.27 0.50 -0.96 0.14
C -0.21 0.56 -0.24 -0.54
O -0.18 0.05 0.78 0.15
C 1.10 0.56 -1.20 -0.05
C 2.36 0.45 -0.33 -0.28
C 3.13 1.30 0.12 -0.21
C 4.21 0.95 1.09 0.08
C 4.66 -0.51 1.13 -0.03
C 3.81 -1.38 0.57 -0.13
C 2.82 -0.86 -0.29 -0.49
Cl 1.72 -2.15 -0.83 0.71
H 4.06 -2.38 0.49 0.08
H 5.38 -0.54 1.80 0.04
H 4.86 1.88 1.47 0.15
F 2.75 2.67 0.30 -0.01
H 1.03 0.40 -2.29 0.12
H 1.14 1.85 -1.27 0.18
H -1.25 0.72 -1.90 0.12
H -2.16 -0.24 1.40 0.06
H -5.23 -0.05 3.06 0.10
H -3.88 -1.31 2.96 0.06
H -5.53 -1.46 2.18 0.05